No. 1
# C36H59ClF5N2O10P2S3

A cluster of 3 separate species, C36H59ClF5N2O10P2S3 in total (ωB97M-V with the def2-TZVPD basis set, the OMol25 dataset).

CARTESIAN COORDINATES (ANGSTROEM)
C  -5.463019  -1.452900  6.104559
C  -5.898679  -2.866952  5.580203
O  -5.665310  -3.810442  6.274874
O  -6.540795  -2.936412  4.356794
C  -5.937095  -3.908965  3.474335
C  -4.799452  -3.213066  2.620356
C  -3.348214  -3.600356  3.152116
C  -2.764494  -2.503882  4.138091
C  -1.227314  -2.222416  3.920252
C  -0.915410  -0.688824  3.604333
C  0.212631  -0.566348  2.564425
C  1.602231  -0.261491  2.900073
C  1.934502  -0.003996  4.384761
C  3.223963  -0.733763  4.938176
C  4.285567  0.387029  5.317480
C  4.038583  1.013846  6.706536
F  2.713895  1.226427  7.009073
F  4.561001  0.256370  7.734795
C  4.733983  2.434313  6.803920
F  4.199080  3.288043  5.880366
F  6.070126  2.345807  6.680459
F  4.420192  2.982417  8.010265
C  2.543214  -0.194685  1.783830
S  4.283283  0.215119  2.067578
C  2.117979  -0.424916  0.433491
P  3.457155  -0.305157  -0.930794
O  2.973379  0.868994  -2.056227
Cl  3.548544  -2.160147  -1.909510
N  0.776330  -0.707267  0.141683
P  0.416905  -0.920957  -1.603091
C  -0.152510  -2.654092  -1.975952
C  -0.885325  0.331232  -2.084589
C  -0.139304  -0.766129  1.163123
C  -1.623860  -1.032588  0.831733
C  -2.476163  0.313579  0.777799
C  -1.682192  1.593687  1.195524
S  -2.693278  3.141356  1.032446
C  -1.434948  4.431020  1.289917
S  -0.554797  4.369880  2.697085
N  -1.146853  5.471853  0.367380
C  -1.608106  5.190403  -1.012149
C  -3.079632  5.691120  -1.296433
O  -3.223409  7.074645  -0.933133
C  -3.097932  7.090670  0.490098
C  -1.590068  6.800445  0.843243
H  -4.428565  -1.515531  6.509504
H  -5.468797  -0.754641  5.229507
H  -6.188471  -1.046342  6.843972
H  -6.729619  -4.258470  2.766297
H  -5.532465  -4.795183  4.010813
H  -4.990683  -2.113501  2.679209
H  -4.918023  -3.575712  1.571444
H  -3.451234  -4.597242  3.646563
H  -2.713854  -3.679029  2.228943
H  -2.894822  -2.872897  5.187704
H  -3.391077  -1.591674  4.002808
H  -0.618624  -2.601754  4.778197
H  -0.908422  -2.846692  3.042433
H  -1.882458  -0.278116  3.219634
H  -0.722252  -0.152068  4.557219
H  1.098114  -0.261371  5.075932
H  2.060516  1.106849  4.493718
H  3.044070  -1.358610  5.840542
H  3.704881  -1.385244  4.168747
H  5.330968  -0.005882  5.240524
H  4.224319  1.188819  4.543001
H  4.536942  1.434278  1.498018
H  2.480156  1.536120  -1.543019
H  0.666739  -3.283963  -2.399596
H  -0.626434  -3.187501  -1.118044
H  -0.921794  -2.583899  -2.792335
H  -0.736798  1.228313  -1.444549
H  -1.890869  -0.135075  -1.985426
H  -0.764924  0.665429  -3.142919
H  -2.110169  -1.679425  1.600148
H  -1.773652  -1.567700  -0.136029
H  -3.325212  0.218012  1.505445
H  -2.941117  0.514760  -0.211713
H  -1.389725  1.529514  2.268071
H  -0.748388  1.779006  0.618369
H  -1.488009  4.117139  -1.299115
H  -0.951447  5.791662  -1.695498
H  -3.274431  5.642670  -2.390386
H  -3.770226  5.023484  -0.726612
H  -3.373411  8.082195  0.915534
H  -3.723241  6.291844  0.980370
H  -0.972048  7.568839  0.322390
H  -1.450258  6.954225  1.939458
C  5.910314  -4.156352  -3.535378
C  6.068960  -4.703196  -4.940667
O  6.252750  -3.651104  -5.894993
C  7.467082  -3.089393  -5.905899
O  8.396337  -3.390705  -5.202417
O  7.462013  -2.111587  -6.818936
C  8.672450  -1.353337  -6.861821
H  5.103796  -3.420333  -3.501173
H  5.689099  -4.960554  -2.831725
H  6.817419  -3.650723  -3.202767
H  5.156966  -5.226351  -5.230520
H  6.887087  -5.423336  -5.003151
H  9.538558  -2.000234  -6.996346
H  8.773420  -0.762319  -5.951250
H  8.607468  -0.677509  -7.712223
C  -0.290177  1.122089  -8.375931
C  -0.735547  0.612143  -7.019876
O  -2.019660  1.137043  -6.655769
C  -3.067321  0.583060  -7.279527
O  -3.023139  -0.301113  -8.093810
O  -4.174958  1.204393  -6.857811
C  -5.366217  0.781945  -7.526782
H  -0.312436  2.213356  -8.398768
H  0.720928  0.781506  -8.601803
H  -0.954066  0.772779  -9.166699
H  -0.033486  0.955223  -6.257806
H  -0.743849  -0.479562  -6.982305
H  -5.487212  -0.299394  -7.471691
H  -5.346452  1.112716  -8.565008
H  -6.209696  1.252711  -7.025717

Force components x, y, z for each atom (eV/Å):
-0.6280 0.1914 -1.6365
0.1792 1.2224 1.1628
0.0312 -0.6290 -0.5419
1.1510 -0.1018 0.7250
0.0120 -0.0165 -1.3983
-0.0750 -0.9091 0.7823
-0.7719 0.8292 -0.4898
0.1571 -0.8826 0.1645
-0.0333 -0.1556 -0.4478
-0.5178 -0.8476 0.1453
1.2986 0.3328 -1.2020
-1.7311 -0.6251 -0.7742
0.3949 -0.1278 0.1747
1.0190 1.0678 -0.1084
-0.2972 -0.5079 -0.2768
0.9834 0.5295 0.1054
0.7341 -0.3720 -0.5502
-0.4831 0.4061 -0.9625
-1.0979 0.4108 1.0397
0.8868 -0.9269 0.3578
-1.1155 0.2062 -0.1682
0.6826 -0.5494 -0.9159
-1.1009 0.4917 -0.9389
0.1162 -0.1026 0.3637
-0.9704 -0.0708 0.6783
1.4608 0.7759 -0.4003
-0.3889 -1.1535 1.4547
-0.7852 0.7247 0.3203
-0.2246 0.0687 2.2214
1.3544 0.2561 -2.2909
-1.0080 -0.3232 0.1800
-0.5458 -0.6431 0.4367
-0.4534 -0.3472 1.2953
-0.4245 0.3882 -0.3734
-0.3186 0.9085 0.5087
0.3631 0.1767 0.7792
0.4555 -0.1159 -0.8058
1.5948 0.2902 1.0263
-0.5819 -0.1335 -0.6898
-2.2677 -2.0034 0.4820
-0.2261 1.2060 -1.2852
0.8743 -0.2711 -0.5257
-0.4557 -1.3504 0.9829
1.2404 -0.0696 0.6518
-0.3116 1.5894 0.0293
-0.9635 -0.0909 -0.0873
0.0640 -0.3709 0.7777
0.5992 -0.5233 -0.3714
0.4584 0.3617 0.8576
-0.4537 0.6941 -0.0870
0.2328 -0.7922 -0.3028
0.1561 0.4217 0.7096
0.4950 0.7535 -0.4936
-0.2317 -0.1487 0.9859
-0.1159 0.4788 -0.8486
0.6644 -0.4238 0.2420
-0.4720 0.4909 -0.6135
-0.1186 0.5909 0.7022
1.0555 -0.1228 0.1693
0.0228 -0.2426 -0.8563
0.5098 0.1452 -0.9930
-0.0486 -0.8853 -0.1463
-0.2286 0.4075 -0.7145
-0.5456 0.4212 0.6185
-0.8542 0.3187 0.4940
0.0158 -0.5429 0.8184
-0.8258 -0.5848 -0.0305
0.0926 -0.0295 -0.4918
-0.3681 0.8003 0.6095
0.3540 0.3134 -0.6387
0.5446 0.1211 0.7519
-0.3904 -0.6019 -0.3439
0.4699 0.8026 0.0177
0.2895 -0.5732 0.7773
0.7840 0.4585 -0.5738
0.4475 0.4331 0.7326
0.6447 0.0356 -0.6731
0.4180 -0.4729 0.5756
-0.1223 0.1217 -0.8203
-0.6346 -0.2995 0.2493
-0.1150 0.8669 0.5246
-0.3997 -0.5145 0.6015
0.0528 -0.1589 0.7705
0.1060 0.6542 -0.4733
0.1129 -0.6393 -0.5830
0.2457 0.7107 -0.5009
-0.4080 -0.5265 0.3278
0.1548 -0.5849 -0.8833
0.1278 0.2554 0.0309
-0.0843 -0.3500 0.4289
0.0832 0.0163 -0.1717
-0.1090 0.1654 0.0331
-0.1108 -0.0271 -0.1143
-0.0339 -0.1947 0.0890
0.2727 0.2358 -0.1289
0.0409 -0.2082 -0.1205
-0.0248 -0.0115 -0.0540
0.0247 -0.1139 -0.0315
0.0424 0.1972 -0.2360
0.0814 0.1930 -0.0146
-0.0679 -0.0096 0.1462
0.0917 -0.1248 0.0195
-0.2313 -0.1233 0.0124
-0.2190 0.0766 -0.1871
0.5154 -0.1261 -0.2922
-0.1425 -0.1008 0.2447
-0.0523 0.2293 -0.1423
0.0247 0.0236 0.2047
0.2046 -0.1222 0.0658
-0.3884 -0.0436 -0.1027
0.1220 -0.0312 0.0965
-0.0129 0.0200 0.0578
0.0505 -0.1093 0.0714
-0.2627 0.1182 0.1088
-0.1963 0.0548 -0.0987
0.1246 0.0465 -0.1017
0.0428 -0.1483 0.0044
0.2168 0.1031 0.1100

Multiplicity ... 1
Kohn-Sham gap ... 6.328 eV
HOMO energy ... -0.3938 hartree
Net charge ... +1

Löwdin atomic charge list, values in e, 99 entries: atom 1 (C): 0.01, atom 2 (C): -0.50, atom 3 (O): 0.12, atom 4 (O): -0.04, atom 5 (C): -0.16, atom 6 (C): -0.15, atom 7 (C): -0.18, atom 8 (C): -0.18, atom 9 (C): -0.16, atom 10 (C): -0.13, atom 11 (C): -0.06, atom 12 (C): -0.08, atom 13 (C): -0.12, atom 14 (C): -0.16, atom 15 (C): -0.12, atom 16 (C): -0.40, atom 17 (F): 0.11, atom 18 (F): 0.10, atom 19 (C): -0.49, atom 20 (F): 0.13, atom 21 (F): 0.17, atom 22 (F): 0.15, atom 23 (C): -0.46, atom 24 (S): 0.81, atom 25 (C): -0.40, atom 26 (P): 0.60, atom 27 (O): -0.37, atom 28 (Cl): 0.25, atom 29 (N): -0.17, atom 30 (P): 0.93, atom 31 (C): -0.26, atom 32 (C): -0.23, atom 33 (C): -0.14, atom 34 (C): -0.10, atom 35 (C): -0.21, atom 36 (C): -0.50, atom 37 (S): 0.87, atom 38 (C): -1.04, atom 39 (S): 0.65, atom 40 (N): -0.18, atom 41 (C): -0.16, atom 42 (C): -0.19, atom 43 (O): -0.13, atom 44 (C): -0.18, atom 45 (C): -0.15, atom 46 (H): 0.08, atom 47 (H): 0.08, atom 48 (H): 0.09, atom 49 (H): 0.13, atom 50 (H): 0.12, atom 51 (H): 0.11, atom 52 (H): 0.11, atom 53 (H): 0.12, atom 54 (H): 0.09, atom 55 (H): 0.11, atom 56 (H): 0.09, atom 57 (H): 0.12, atom 58 (H): 0.10, atom 59 (H): 0.09, atom 60 (H): 0.12, atom 61 (H): 0.11, atom 62 (H): 0.14, atom 63 (H): 0.13, atom 64 (H): 0.09, atom 65 (H): 0.14, atom 66 (H): 0.08, atom 67 (H): -0.07, atom 68 (H): 0.04, atom 69 (H): 0.03, atom 70 (H): 0.04, atom 71 (H): 0.06, atom 72 (H): 0.03, atom 73 (H): 0.04, atom 74 (H): 0.06, atom 75 (H): 0.09, atom 76 (H): 0.09, atom 77 (H): 0.12, atom 78 (H): 0.09, atom 79 (H): 0.05, atom 80 (H): 0.07, atom 81 (H): 0.10, atom 82 (H): 0.13, atom 83 (H): 0.13, atom 84 (H): 0.09, atom 85 (H): 0.14, atom 86 (H): 0.13, atom 87 (H): 0.14, atom 88 (H): 0.11, atom 89 (C): -0.09, atom 90 (C): -0.21, atom 91 (O): 0.04, atom 92 (C): -0.60, atom 93 (O): 0.13, atom 94 (O): 0.00, atom 95 (C): -0.04, atom 96 (H): 0.00, atom 97 (H): 0.08, atom 98 (H): 0.08, atom 99 (H): 0.12

***

No. 2
# C5H11NOS

An isolated molecule of C5H11NOS (ωB97M-V with the def2-TZVPD basis set, the OMol25 dataset).

CARTESIAN COORDINATES (ANGSTROEM)
O  -2.450183  0.470753  3.188120
C  -2.503633  -0.529947  2.511816
N  -1.655119  -0.824842  1.498115
C  -0.615431  0.101202  1.072101
C  0.681094  -0.628574  0.724407
C  1.455035  0.064146  -0.412705
C  0.877618  -0.243407  -1.788920
S  1.761018  0.691426  -3.076742
H  -3.267738  -1.315265  2.668643
H  -1.884501  -1.580778  0.865087
H  -0.981399  0.693832  0.222807
H  -0.477764  0.781825  1.905357
H  0.442901  -1.680605  0.493470
H  1.343956  -0.651389  1.595133
H  1.402437  1.138898  -0.251869
H  2.481065  -0.276698  -0.395308
H  1.001010  -1.284487  -2.073001
H  -0.179960  -0.032104  -1.866159
H  0.739934  1.421646  -3.540110

Force components x, y, z for each atom (eV/Å):
0.0427 0.0759 0.1772
-0.2593 -0.2251 -0.1531
0.1262 -0.0280 -0.3154
-0.2388 -0.1146 0.0137
0.2563 -0.0294 -0.0494
-0.9188 -0.6181 0.0769
0.2606 0.0420 -0.2244
0.0680 0.1658 -0.2555
0.0837 0.0794 -0.0104
-0.0336 0.0806 0.3469
0.1104 -0.0609 0.0476
0.0751 0.1791 -0.0159
0.2165 0.2921 -0.1567
-0.2303 -0.1004 0.0438
0.3004 0.1220 0.0184
0.3786 0.1900 0.0304
0.0274 -0.2204 0.2831
-0.2481 0.1798 0.0740
-0.0168 -0.0100 0.0687

ΔE to the lowest compared entry with this formula, charge and spin ... 17.2 kcal per mole
Multiplicity ... 1
Kohn-Sham gap ... 9.914 eV
HOMO energy ... -0.3383 hartree
SMILES string ... O=CNCCCCS
Net charge ... 0

Okay, here come the natural (NBO) numbers, in e, for every atom: atom 1 (O): -0.61, atom 2 (C): 0.53, atom 3 (N): -0.61, atom 4 (C): -0.24, atom 5 (C): -0.40, atom 6 (C): -0.41, atom 7 (C): -0.51, atom 8 (S): -0.05, atom 9 (H): 0.11, atom 10 (H): 0.39, atom 11 (H): 0.18, atom 12 (H): 0.24, atom 13 (H): 0.20, atom 14 (H): 0.22, atom 15 (H): 0.21, atom 16 (H): 0.21, atom 17 (H): 0.21, atom 18 (H): 0.22, atom 19 (H): 0.13

***

Respective strongest force on any atom values: 3.064, 1.110 eV Å⁻¹.
Respective LUMO values: -4.39, 0.71 eV.